Below is a 2-piece molecular cluster, C3H3O2 overall in a non-equilibrium geometry, with properties calculated with wB97M-V/def2-TZVPD.

* E_HOMO: -17.3347 eV
* Kohn-Sham gap: 11.65 eV
* 2S+1: 1
* charge: +1

Last column: natural (NBO) charge in e.
Atoms and positions in Å:
C -0.1572 0.3738 0.1015  -0.83
C -1.4806 0.7568 -0.1633  0.96
C -0.7047 -2.8638 1.5969  0.45
O -2.5454 1.0832 -0.3208  -0.21
O -0.6340 -3.8897 2.0514  -0.42
H -0.0993 -0.6104 0.7666  0.38
H 0.1859 1.3055 0.6125  0.34
H 0.2045 0.3049 -0.9435  0.34

Below is one molecule with the formula C3H3O2P in a non-equilibrium geometry, with properties calculated with wB97M-V/def2-TZVPD.

* E_HOMO (alpha / beta): -9.0643 / -9.0623 eV
* Kohn-Sham gap (alpha / beta): 8.12 / 8.11 eV
* 2S+1: 1

Last column: natural (NBO) charge in e.
Atoms and positions in Å:
C -0.0846 -0.8855 0.5652  -0.42
C 0.5435 -1.1387 -0.5558  -0.15
C -0.8183 0.3930 0.8396  0.77
O -1.3910 0.5610 1.8820  -0.53
O -0.6828 1.3185 -0.0955  -0.77
P 0.0672 1.3426 -1.5532  0.71
H -0.5508 -1.5260 1.2612  0.25
H 1.3762 -1.5865 -0.9776  0.21
H 1.5405 1.5216 -1.3658  -0.07